DFT (wB97M-V/def2-TZVPD) results for 11 unconnected molecules or ions with the total composition C66H165N11O22 in a non-equilibrium geometry.

Last column: Mulliken charge in e.
Cartesian coordinates (Å):
C -16.60231 11.80016 22.27542  -0.72
O -15.81598 12.78745 21.55124  -0.38
C -16.26569 13.17151 20.20555  -0.31
C -17.53795 14.11879 20.34894  -0.71
N -17.16879 15.47950 20.71849  -0.29
C -16.61188 16.52404 19.87520  -0.38
C -17.40984 16.70127 18.49923  -0.75
O -17.09979 15.60962 17.54056  -0.32
C -16.25680 16.05524 16.43545  -0.80
H -16.92140 10.89694 21.75536  0.30
H -17.42776 12.35202 22.72507  0.28
H -16.09343 11.42964 23.16528  0.28
H -16.46148 12.38569 19.47600  0.29
H -15.42513 13.65863 19.71130  0.28
H -17.97310 13.80691 21.29840  0.39
H -18.17557 14.07907 19.46579  0.28
H -16.85668 15.50932 21.67860  0.22
H -15.54867 16.39166 19.67482  0.26
H -16.63904 17.39643 20.52813  0.38
H -17.33024 17.66402 17.99438  0.45
H -18.49701 16.67495 18.57311  0.35
H -15.97066 15.20387 15.81789  0.26
H -15.41604 16.65600 16.78230  0.33
H -16.69452 16.82245 15.79679  0.32
C -13.51219 32.93185 11.78332  -0.72
O -13.95170 31.55301 12.12180  -0.36
C -14.06313 30.60466 11.07286  -0.36
C -14.28644 29.12583 11.60950  -0.66
N -14.18253 28.14066 10.48489  -0.33
C -12.90251 27.38302 10.51641  -0.58
C -12.87995 26.23783 9.36437  -0.60
O -14.01746 25.38238 9.57525  -0.35
C -14.74060 25.12525 8.39227  -0.83
H -13.84583 33.70223 12.47853  0.26
H -13.75656 33.16291 10.74651  0.31
H -12.42453 33.00180 11.79757  0.28
H -13.12151 30.56350 10.52535  0.26
H -14.81146 30.80261 10.30544  0.32
H -15.17293 29.02529 12.23571  0.39
H -13.49252 29.01073 12.34744  0.29
H -14.91087 27.44362 10.54637  0.24
H -12.90646 26.77013 11.41779  0.32
H -12.13663 28.15730 10.47179  0.38
H -11.95861 25.65667 9.40286  0.37
H -12.90380 26.65822 8.35898  0.37
H -14.46570 24.27184 7.77240  0.34
H -15.09506 25.91728 7.73262  0.36
H -15.65701 24.76049 8.85620  0.29
C -0.36883 8.45985 -2.91990  -0.71
O -1.59210 9.27062 -2.88442  -0.33
C -2.77413 8.49440 -3.14487  -0.60
C -4.03535 9.28030 -2.67729  -0.67
N -4.17872 9.10439 -1.21655  -0.38
C -5.33113 9.86705 -0.69293  -0.62
C -6.68168 9.17599 -0.58759  -0.36
O -7.76587 10.04631 -0.80239  -0.33
C -9.06901 9.45783 -0.70316  -0.81
H -0.20281 7.68582 -2.17061  0.30
H 0.39590 9.22804 -2.80507  0.24
H -0.32657 8.01746 -3.91520  0.30
H -2.64432 7.65817 -2.45786  0.33
H -2.75677 8.16811 -4.18474  0.39
H -4.93035 8.86318 -3.13889  0.45
H -4.09633 10.29251 -3.07706  0.39
H -3.36509 9.59822 -0.87856  0.25
H -5.52191 10.85280 -1.11719  0.37
H -4.96696 10.05773 0.31658  0.33
H -6.94743 8.83608 0.41338  0.24
H -6.90082 8.41925 -1.34087  0.31
H -9.84890 10.18445 -0.93099  0.32
H -9.22850 8.77224 0.12908  0.30
H -9.31824 8.88272 -1.59493  0.31
C -23.65421 13.69895 13.94984  -0.77
O -24.81099 13.15810 13.31548  -0.32
C -25.77786 12.74649 14.25700  -0.36
C -26.86277 11.72295 13.70824  -0.97
N -28.14562 12.33338 13.23996  -0.36
C -27.97092 12.59729 11.79732  -0.41
C -28.93288 13.76591 11.36449  -0.48
O -28.57688 14.03663 9.99980  -0.33
C -29.70224 14.71784 9.28769  -0.75
H -22.77274 13.99311 13.38012  0.29
H -23.16534 12.92807 14.54553  0.31
H -23.94337 14.49382 14.63735  0.31
H -26.17593 13.62350 14.76739  0.33
H -25.22916 12.20704 15.02902  0.39
H -27.12516 11.09366 14.55867  0.42
H -26.53206 10.95062 13.01380  0.37
H -28.37090 13.08684 13.87373  0.29
H -28.11624 11.66728 11.24771  0.19
H -26.95593 12.85559 11.49538  0.32
H -28.98780 14.68028 11.95525  0.34
H -29.90532 13.27873 11.43582  0.33
H -30.53543 14.03581 9.11818  0.31
H -29.30996 15.17895 8.38128  0.25
H -30.22978 15.41198 9.94189  0.31
C -11.73770 17.24794 -2.02482  -0.76
O -10.48892 17.84184 -2.01229  -0.33
C -10.65421 19.21043 -2.24590  -0.71
C -10.64783 20.04963 -0.87635  -0.58
N -9.38407 20.32566 -0.28692  -0.49
C -8.87296 19.22228 0.56661  -0.39
C -7.88668 19.75745 1.59288  -0.77
O -8.48959 20.48035 2.67907  -0.34
C -7.87664 21.59549 3.26557  -0.64
H -12.45289 17.69604 -1.33503  0.31
H -11.76938 16.18310 -1.79410  0.27
H -12.10563 17.44994 -3.03075  0.31
H -11.54509 19.48026 -2.81301  0.43
H -9.79951 19.48699 -2.86323  0.40
H -11.19830 19.60714 -0.04612  0.39
H -10.92120 21.10271 -0.94263  0.38
H -9.56848 20.99215 0.44921  0.24
H -8.38069 18.54559 -0.13185  0.35
H -9.62256 18.65595 1.11932  0.34
H -7.25429 20.42989 1.01321  0.39
H -7.17406 19.00603 1.93296  0.43
H -7.01608 21.97116 2.71205  0.30
H -7.61468 21.40124 4.30564  0.25
H -8.64193 22.36668 3.35339  0.22
C -22.44000 22.93405 0.00803  -0.67
O -22.82480 22.45127 1.31805  -0.26
C -21.80376 22.55254 2.33223  -0.55
C -22.62314 22.45897 3.64933  -0.67
N -23.26003 21.20027 3.96887  -0.34
C -22.41078 20.10323 4.14101  -0.61
C -21.52035 20.12122 5.39029  -0.41
O -21.79557 18.96239 6.14288  -0.41
C -21.22528 17.67764 5.69912  -0.70
H -22.14521 22.03234 -0.52872  0.18
H -21.69184 23.72209 0.09381  0.32
H -23.37064 23.27593 -0.44488  0.23
H -21.21789 23.47065 2.37638  0.44
H -21.05836 21.76594 2.21504  0.33
H -23.38269 23.23992 3.61318  0.34
H -21.81452 22.64825 4.35530  0.34
H -24.07310 20.84735 3.48466  0.25
H -21.81033 19.92647 3.24864  0.23
H -23.07130 19.24638 4.27374  0.52
H -21.97253 20.90355 5.99987  0.37
H -20.45614 20.25323 5.19498  0.24
H -20.14057 17.63890 5.79920  0.27
H -21.61527 17.38520 4.72419  0.30
H -21.67936 16.92635 6.34525  0.26
C -9.50034 18.00461 14.47992  -0.53
O -8.68029 16.81662 14.20636  -0.42
C -9.20687 15.71117 13.48057  -0.61
C -9.61130 16.12536 12.02584  -0.29
N -8.52195 16.68716 11.27634  -0.52
C -9.12798 17.54236 10.25079  -0.52
C -9.89055 16.73596 9.12194  -0.65
O -11.22883 16.45905 9.47471  -0.33
C -12.07579 17.66864 9.48388  -0.84
H -10.55896 17.77779 14.60628  0.27
H -9.31708 18.47530 13.51402  0.15
H -9.12539 18.73235 15.19958  0.27
H -10.07122 15.31043 14.01008  0.37
H -8.36968 15.01336 13.46359  0.34
H -10.49881 16.75814 12.03069  0.20
H -9.93376 15.24835 11.46462  0.35
H -8.02509 17.25030 11.95170  0.30
H -8.35514 18.16859 9.80510  0.48
H -9.84554 18.20028 10.74104  0.31
H -9.40258 15.76703 9.01634  0.36
H -9.90372 17.29160 8.18429  0.38
H -11.86211 18.29260 10.35169  0.29
H -13.14524 17.48210 9.58176  0.29
H -12.11961 18.31167 8.60484  0.36
C -16.30405 9.69331 -3.23848  -0.77
O -16.00860 8.23460 -3.15588  -0.33
C -16.10219 7.57304 -4.43346  -0.57
C -15.41702 6.19836 -4.26120  -0.53
N -14.10785 6.12728 -4.85964  -0.36
C -13.49942 4.76940 -4.76628  -0.64
C -12.04664 4.61317 -5.32640  -0.51
O -12.01035 3.67752 -6.40645  -0.38
C -12.15349 4.25643 -7.70487  -0.72
H -17.36030 9.96237 -3.23374  0.29
H -15.84269 10.16622 -4.10543  0.31
H -15.89330 10.29587 -2.42835  0.28
H -15.43682 8.16611 -5.06086  0.35
H -17.02238 7.61354 -5.01631  0.36
H -16.00754 5.45349 -4.79464  0.41
H -15.37117 5.99709 -3.19091  0.33
H -13.48518 6.67128 -4.27961  0.22
H -14.10792 4.21360 -5.47967  0.35
H -13.60523 4.34999 -3.76579  0.42
H -11.49905 4.23203 -4.46445  0.30
H -11.50315 5.51557 -5.60640  0.34
H -13.12003 4.75809 -7.65755  0.32
H -12.40733 3.36278 -8.27502  0.27
H -11.32624 4.79116 -8.17160  0.26
C -26.93112 19.75347 -2.18776  -0.76
O -26.73560 19.54241 -0.72437  -0.34
C -26.88205 18.21283 -0.16690  -0.65
C -25.98308 17.11944 -0.92012  -0.55
N -24.53822 17.40659 -0.76803  -0.35
C -23.69676 16.79007 -1.85109  -0.35
C -22.37733 17.49328 -1.83673  -0.41
O -21.56192 16.98442 -2.87712  -0.35
C -20.39592 17.68830 -3.10725  -0.74
H -27.82518 19.26938 -2.58071  0.33
H -26.08017 19.51689 -2.82652  0.26
H -27.24374 20.76047 -2.46401  0.30
H -27.90067 17.88896 -0.38050  0.38
H -26.75537 18.16536 0.91467  0.35
H -26.23784 17.15849 -1.97921  0.32
H -26.14826 16.12690 -0.50098  0.35
H -24.39783 18.37267 -0.50901  0.28
H -24.24304 17.04481 -2.75926  0.28
H -23.60994 15.70986 -1.73401  0.19
H -21.82331 17.30795 -0.91650  0.37
H -22.41706 18.57176 -1.98973  0.25
H -19.71533 17.15890 -3.77406  0.26
H -19.89145 17.77920 -2.14530  0.31
H -20.59176 18.71067 -3.43051  0.29
C -16.33961 31.09546 -6.41710  -0.78
O -16.46022 30.17892 -5.38655  -0.28
C -15.37766 29.20014 -5.25167  -0.60
C -15.72957 28.50940 -3.97036  -0.38
N -14.68873 28.66177 -2.90936  -0.49
C -15.10051 28.15484 -1.55937  -0.65
C -15.64436 26.73399 -1.32138  -0.33
O -14.55605 25.74189 -1.15984  -0.37
C -14.01055 25.81573 0.21499  -0.68
H -15.44649 31.71048 -6.52750  0.31
H -17.15364 31.79993 -6.24628  0.26
H -16.54008 30.62908 -7.38167  0.30
H -14.36649 29.60378 -5.30362  0.38
H -15.42057 28.48994 -6.07744  0.29
H -15.77716 27.45586 -4.24585  0.21
H -16.69078 28.85575 -3.59060  0.40
H -14.02513 27.93674 -3.14184  0.28
H -15.90596 28.82163 -1.25156  0.33
H -14.25723 28.35413 -0.89811  0.38
H -16.16392 26.39502 -2.21763  0.24
H -16.20792 26.64914 -0.39224  0.36
H -14.80149 25.45258 0.87120  0.29
H -13.63439 26.81352 0.44091  0.28
H -13.09248 25.22878 0.18822  0.25
C -16.04123 12.94056 8.22611  -0.69
O -16.15897 12.60440 6.82963  -0.33
C -14.87438 12.07510 6.48111  -0.51
C -14.89212 11.69286 5.01468  -0.97
N -15.06825 12.80306 4.03825  -0.20
C -14.15614 13.92100 4.18022  -0.23
C -14.33545 14.96208 3.12930  -0.76
O -15.58237 15.63048 3.01648  -0.38
C -15.71385 16.78140 3.86738  -0.68
H -15.10896 13.48363 8.38119  0.26
H -15.97518 11.99998 8.77295  0.30
H -16.86640 13.52024 8.63982  0.26
H -14.66749 11.13512 6.99271  0.47
H -13.98027 12.64515 6.73353  0.42
H -15.77863 11.06454 4.92857  0.42
H -14.00859 11.11165 4.75075  0.31
H -15.91779 13.06961 3.56145  0.28
H -13.16749 13.50230 3.99218  0.22
H -14.28691 14.30400 5.19230  0.18
H -14.08925 14.45334 2.19728  0.44
H -13.62209 15.72690 3.43636  0.35
H -16.74432 17.09103 3.69314  0.24
H -14.97569 17.56669 3.70444  0.31
H -15.72596 16.47436 4.91317  0.28

Its relative energy (zero: lowest compared OMol25 entry of this formula, charge and spin) is 1343.6 kJ/mol. The spin multiplicity is 1. For the calculated total energy, the calculation gives -4870.2387 a.u. The value obtained for the LUMO energy is 0.23 eV. As for the structure (SMILES): COCCNCCOC.COCCNCCOC.COCCNCCOC.COCCNCCOC.COCCNCCOC.COCCNCCOC.COCCNCCOC.COCCNCCOC.COCCNCCOC.COCCNCCOC.COCCNCCOC. For the HOMO energy, the calculation gives -8.0641 eV.